Below is a structure of composition C54H56BrGe2N2O2PdS4 at a distorted geometry, with properties calculated with ωB97M-V with the def2-TZVPD basis set.

Summary:
- Energy: -10799.75971 a.u.
- 2S+1: 5
- HOMO (alpha / beta): -10.75 / -10.71 eV
- Net charge: +1
- Orbital gap (alpha / beta): 8.3913 / 4.7435 eV
- Molar mass: 1224.87 u

Cartesian coordinates (Å):
Pd 1.03 1.53 -2.05
C 6.14 -1.49 0.71
C 5.01 -0.71 1.34
C 5.04 0.68 1.40
C 4.01 1.41 1.97
C 4.07 2.92 2.00
C 2.93 0.72 2.53
C 2.87 -0.68 2.47
C 1.72 -1.43 3.09
C 3.91 -1.37 1.87
C 1.91 1.47 3.33
C 2.26 1.85 4.62
C 1.35 2.52 5.43
C 0.09 2.80 4.95
C -0.30 2.44 3.66
C 0.63 1.76 2.85
Ge 0.17 1.39 0.96
S 0.59 3.17 -0.28
S 1.11 -0.34 -0.33
Ge -1.08 -0.53 -1.14
S -1.27 0.89 -2.83
S -1.90 0.52 0.68
C -1.86 -2.28 -1.63
C -1.80 -2.67 -2.97
C -2.58 -3.75 -3.39
C -3.37 -4.45 -2.50
C -3.38 -4.09 -1.17
C -2.63 -3.01 -0.71
C -2.69 -2.78 0.76
C -1.68 -3.31 1.58
C -0.41 -3.88 1.00
C -1.87 -3.31 2.95
C -3.02 -2.81 3.54
C -3.24 -2.95 5.02
C -3.98 -2.23 2.71
C -3.84 -2.21 1.33
C -4.90 -1.59 0.46
C -0.91 -2.11 -4.02
C -1.46 -1.33 -5.07
C -2.90 -0.88 -5.04
C -0.67 -1.04 -6.18
C 0.62 -1.53 -6.29
C 1.44 -1.30 -7.52
C 1.15 -2.27 -5.23
C 0.41 -2.57 -4.10
C 0.99 -3.47 -3.03
C -1.69 2.74 3.21
C -2.68 1.79 3.47
C -2.37 0.52 4.21
C -3.97 2.03 3.00
C -4.30 3.18 2.31
C -5.67 3.39 1.74
C -3.31 4.15 2.14
C -2.01 3.96 2.61
C -1.01 5.08 2.49
H 6.99 -0.85 0.49
H 5.81 -1.96 -0.22
H 6.47 -2.29 1.38
H 5.90 1.21 0.99
H 4.91 3.28 1.41
H 4.19 3.28 3.02
H 3.15 3.35 1.60
H 0.75 -1.03 2.78
H 1.75 -1.36 4.18
H 1.76 -2.48 2.82
H 3.87 -2.45 1.82
H 3.25 1.62 4.99
H 1.63 2.81 6.43
H -0.63 3.33 5.58
H -2.53 -4.05 -4.43
H -3.97 -5.29 -2.84
H -3.97 -4.65 -0.45
H -0.54 -4.20 -0.04
H -0.08 -4.74 1.58
H 0.39 -3.13 1.03
H -1.10 -3.75 3.59
H -2.34 -2.72 5.58
H -3.52 -3.98 5.26
H -4.05 -2.30 5.37
H -4.88 -1.82 3.15
H -5.66 -1.10 1.06
H -5.38 -2.34 -0.17
H -4.46 -0.84 -0.21
H -3.26 -0.74 -4.02
H -3.54 -1.62 -5.53
H -3.01 0.06 -5.58
H -1.08 -0.44 -6.98
H 1.13 -0.39 -8.04
H 1.30 -2.14 -8.21
H 2.50 -1.23 -7.29
H 2.16 -2.65 -5.30
H 1.92 -3.92 -3.38
H 0.29 -4.27 -2.77
H 1.22 -2.92 -2.12
H -1.56 0.66 4.92
H -2.07 -0.26 3.50
H -3.25 0.17 4.74
H -4.74 1.28 3.18
H -6.37 2.65 2.12
H -5.65 3.31 0.65
H -6.05 4.38 1.99
H -3.56 5.09 1.66
H -1.52 6.04 2.45
H -0.42 4.99 1.58
H -0.32 5.09 3.33
O 0.43 3.60 -3.40
H 0.45 3.50 -4.37
H -0.43 3.93 -3.16
O 1.43 2.10 -5.55
C 1.75 1.41 -4.63
N 2.08 0.70 -3.71
Br 5.22 5.17 -3.30
C 4.83 3.45 -2.62
C 5.74 2.41 -2.75
C 5.40 1.17 -2.23
C 4.16 1.01 -1.64
N 3.29 2.02 -1.52
C 3.62 3.22 -2.00
H 6.69 2.57 -3.24
H 6.08 0.34 -2.29
H 3.84 0.06 -1.25
H 2.91 4.02 -1.87